# 1
Computed, not measured: C15H42AlF3N7O9P2S2 as an isolated structure at a distorted geometry, with ωB97M-V/def2-TZVPD.

```
81
Properties=species:S:1:pos:R:3:mulliken_charge:R:1
S -2.770 -1.455 4.923 0.916
S -0.396 -1.365 4.312 1.033
P 2.078 -0.697 0.334 -0.664
P -2.228 2.553 -1.743 0.038
Al -2.215 -1.009 0.816 1.398
F -4.114 -1.994 4.253 -0.295
F -1.646 -2.080 -1.701 -0.549
F 0.325 -0.732 3.025 -0.145
O -0.072 -0.360 5.302 -0.593
O 0.609 -0.867 0.354 -0.122
O 0.221 -2.650 4.405 -0.561
O -2.510 -2.502 5.871 -0.495
O -0.564 -5.340 2.761 -0.328
O 0.432 -5.233 0.884 -0.353
O -2.401 1.490 -0.714 -0.581
O -3.193 -0.135 5.362 -0.569
O -1.215 -3.742 1.287 -0.502
N 2.783 -1.483 -0.983 0.716
N -3.663 3.389 -2.064 0.282
N 2.898 -1.407 1.611 0.752
N -1.093 3.775 -1.472 0.532
N 2.701 0.861 0.266 0.397
N -1.942 -1.453 3.554 -0.045
N -1.789 1.845 -3.213 0.372
C -0.777 0.814 -3.256 -0.871
C 2.024 -1.659 -2.225 -0.928
C -1.865 2.572 -4.518 -1.199
C 4.224 -1.064 2.060 -1.485
C 2.571 1.663 -0.943 -0.783
C 2.477 1.654 1.473 -0.939
C -0.639 4.761 -2.467 -0.978
C -1.534 -4.998 3.749 -0.484
C -4.838 2.601 -2.477 -0.957
C -0.529 -4.684 1.645 0.789
C 0.806 -4.555 -0.311 -0.565
C 2.405 -2.676 2.152 -0.954
C -0.378 3.915 -0.196 -1.181
C -3.970 4.649 -1.444 -1.040
C 4.211 -1.688 -1.137 -1.033
H 1.700 -5.086 -0.626 0.229
H 2.958 2.620 1.325 0.493
H 4.363 -2.679 -1.583 0.363
H 3.012 1.269 2.345 0.296
H -5.098 1.838 -1.742 0.280
H 4.862 -1.951 1.993 0.460
H -0.013 5.526 -2.016 0.439
H 1.556 1.770 -1.336 -0.020
H 4.819 -1.894 -0.258 0.212
H 3.042 2.639 -0.852 0.502
H 0.007 4.230 -3.172 0.225
H -0.912 0.199 -2.360 0.098
H 2.453 -0.970 -2.958 0.415
H -0.860 0.186 -4.141 0.441
H -0.898 2.721 -4.995 0.385
H -1.092 -5.028 4.741 0.281
H -4.513 5.320 -2.110 0.327
H 4.184 -0.863 3.135 0.327
H -1.953 -4.004 3.630 0.068
H -1.517 5.143 -2.984 0.341
H 4.590 -0.932 -1.825 0.330
H 3.132 1.190 -1.756 0.236
H -4.584 2.136 -3.429 0.274
H -2.387 3.523 -4.420 0.404
H -0.046 -4.512 -0.990 0.436
H 2.915 -3.466 1.594 0.332
H -0.633 3.144 0.526 0.272
H 1.039 -3.499 -0.150 0.135
H 2.596 -2.693 3.224 0.552
H -2.501 1.974 -5.173 0.358
H 0.968 -1.510 -2.003 0.095
H -2.346 -5.725 3.735 0.381
H 1.332 -2.791 2.024 -0.246
H 0.271 1.119 -3.147 0.301
H -4.601 4.481 -0.563 0.378
H 1.429 1.712 1.774 0.198
H -3.094 5.138 -1.021 0.342
H 2.215 -2.690 -2.528 0.356
H -0.422 4.938 0.178 0.389
H 0.669 3.774 -0.490 0.405
H 4.647 -0.237 1.496 0.493
H -5.715 3.228 -2.625 0.391
```

- ΔE to the lowest compared entry with this formula, charge and spin (eV) = 0.7480
- gap between HOMO and LUMO (Ha) = 0.0933
- total charge = +1
- 2S+1 = 1
- E_LUMO (eV) = -9.0
- total energy (eV) = -100080.699
- max |F| (eV/A) = 6.6


# 2
Computed, not measured: a 4-piece molecular cluster, C15H42B3O16P3 overall at a distorted geometry, with ωB97M-V/def2-TZVPD.

```
79
Properties=species:S:1:pos:R:3:mulliken_charge:R:1
P -2.399 -4.202 -3.317 1.064
P -4.971 3.560 3.695 0.850
P 6.785 -0.557 -0.737 0.828
O 7.059 -0.058 -2.124 -0.671
O 1.107 -0.659 2.850 -0.439
O 1.086 -2.701 1.202 -0.452
O 5.248 -0.913 -0.417 -0.078
O -6.418 3.210 3.873 -0.705
O -1.595 3.016 -1.427 -0.353
O -3.427 -3.011 -3.657 -0.304
O -2.727 -4.464 -1.762 -0.263
O -4.679 4.917 2.881 -0.301
O 7.116 0.486 0.445 -0.292
O -1.037 -1.264 1.642 -0.372
O -4.107 2.496 2.850 -0.119
O 7.609 -1.872 -0.296 -0.300
O -0.959 -3.922 -3.627 -0.671
O -4.121 3.711 5.059 -0.241
O -3.025 -5.501 -4.040 -0.312
C -4.883 6.158 3.511 -0.670
C -0.592 2.322 -2.249 -0.632
C 4.692 -2.097 -0.933 -0.633
C 0.181 1.079 -1.437 -0.197
C -2.595 -5.814 -5.349 -0.711
C 7.875 -2.858 -1.273 -0.710
C -2.107 -5.560 -1.131 -0.692
C -0.236 1.393 1.673 -0.348
C 1.442 1.579 -0.524 -0.127
C -3.997 1.184 3.352 -0.498
C -3.782 -2.766 -4.995 -0.691
C 1.081 2.079 0.987 -0.622
C -0.959 4.164 -0.755 -0.348
C -4.762 4.257 6.193 -0.735
C 8.448 0.926 0.584 -0.670
B -0.074 -0.198 2.058 0.416
B 1.807 -1.579 1.885 0.442
B -0.201 -2.122 0.733 0.667
H -4.244 3.904 7.089 0.248
H -0.598 -2.270 -0.387 -0.142
H 1.001 3.262 1.109 0.323
H -1.037 -5.373 -1.011 0.288
H 3.603 -2.032 -0.872 0.111
H 7.033 -3.550 -1.343 0.270
H -2.264 -6.477 -1.705 0.298
H -0.593 0.387 -0.898 0.073
H 2.009 1.775 1.674 0.365
H -4.234 -1.773 -5.065 0.254
H -3.661 1.195 4.392 0.316
H 0.649 0.414 -2.312 0.290
H -3.192 -5.263 -6.080 0.283
H 1.910 2.520 -1.090 0.312
H -4.527 -3.502 -5.308 0.250
H 2.324 0.776 -0.494 -0.138
H 9.133 0.077 0.634 0.285
H 5.018 -2.942 -0.320 0.228
H -1.537 -5.586 -5.494 0.343
H 0.164 3.035 -2.806 0.342
H 8.528 1.491 1.517 0.241
H -4.957 0.668 3.274 0.336
H 8.720 1.579 -0.249 0.294
H -0.482 1.986 2.678 0.172
H 8.758 -3.423 -0.966 0.257
H -4.698 5.347 6.170 0.280
H -2.910 -2.808 -5.651 0.355
H 2.947 -1.362 1.641 -0.127
H -1.201 1.769 -3.114 0.268
H 0.192 4.294 -1.025 0.203
H -0.962 3.902 0.410 0.021
H -5.816 6.166 4.079 0.353
H -4.924 6.939 2.748 0.256
H -5.809 3.953 6.253 0.356
H -4.037 6.368 4.170 0.258
H -1.173 1.542 0.963 0.205
H -2.557 -5.689 -0.142 0.250
H 4.982 -2.251 -1.975 0.441
H -2.748 -6.882 -5.519 0.251
H 8.068 -2.415 -2.254 0.346
H -1.509 5.187 -0.900 0.284
H -3.256 0.647 2.754 -0.009
```

- ΔE to the lowest compared entry with this formula, charge and spin (eV) = 4.9540
- gap between HOMO and LUMO (Ha) = 0.3633
- total charge = 0
- 2S+1 = 1
- E_LUMO (eV) = 0.4
- total energy (eV) = -78899.893
- max |F| (eV/A) = 4.9


# 3
Computed, not measured: a 9-piece molecular cluster, C15H42O9 overall at a distorted geometry, with ωB97M-V/def2-TZVPD.

```
66
Properties=species:S:1:pos:R:3:mulliken_charge:R:1
O 10.606 -4.937 12.889 -0.587
O 15.843 -5.228 17.896 -0.591
O 13.781 -1.598 20.297 -0.516
O 10.556 -6.671 18.499 -0.310
O 13.496 -2.817 15.240 -0.442
O 8.348 -0.813 16.505 -0.503
O 12.480 -2.374 17.944 -0.258
O 5.800 -5.640 20.035 -0.600
O 10.413 -3.816 22.205 -0.541
C 13.612 -1.534 14.715 -0.549
C 6.795 -5.084 20.508 0.455
C 14.428 -5.239 17.942 0.156
C 11.735 -5.581 21.298 -0.518
C 9.601 -7.151 17.518 -0.611
C 9.382 -0.099 17.206 -0.384
C 7.984 -4.771 19.680 -0.174
C 10.515 -4.238 15.126 0.524
C 10.921 -5.206 14.041 0.574
C 6.890 -4.712 21.961 -0.820
C 11.379 -3.239 18.280 -0.485
C 11.032 -5.538 23.793 -1.191
C 11.011 -4.872 22.433 0.732
C 12.968 -0.673 20.966 -0.577
C 11.856 -6.417 14.304 -0.894
H 8.947 -7.911 17.944 0.387
H 12.720 -6.088 14.881 0.104
H 12.084 -6.828 13.321 0.351
H 12.507 -6.251 21.676 0.492
H 6.125 -5.198 22.566 0.368
H 11.321 -3.544 15.363 -0.213
H 9.016 -6.276 17.234 0.115
H 12.883 -2.050 18.753 0.165
H 16.148 -5.011 17.012 0.313
H 6.687 -3.647 22.076 0.299
H 10.246 -0.099 16.542 0.110
H 13.322 -0.438 21.970 0.355
H 11.063 -6.258 20.770 0.090
H 12.949 0.193 20.304 0.251
H 14.290 -4.182 18.170 0.205
H 9.724 -3.611 14.713 0.322
H 11.404 -7.129 14.994 0.193
H 12.801 -0.902 15.077 0.139
H 13.976 -5.750 18.792 0.169
H 8.328 -3.751 19.853 0.377
H 10.822 -7.430 19.023 0.232
H 8.838 -5.402 19.924 -0.189
H 7.620 -1.019 17.096 0.284
H 14.668 -1.590 20.666 0.290
H 10.011 -5.419 24.153 0.309
H 13.925 -5.526 17.019 -0.168
H 10.052 -7.503 16.591 0.207
H 11.273 -6.601 23.781 0.336
H 10.461 -2.968 17.759 0.148
H 11.603 -4.278 18.036 0.106
H 11.948 -1.057 20.982 0.151
H 10.173 -4.879 15.939 -0.367
H 11.813 -5.001 24.331 0.337
H 11.206 -3.100 19.347 0.344
H 7.870 -5.009 22.335 0.012
H 7.765 -4.937 18.625 0.293
H 14.552 -1.085 15.036 0.244
H 13.576 -1.610 13.629 0.282
H 13.054 -2.809 16.092 0.223
H 9.101 0.932 17.422 0.344
H 12.151 -4.911 20.546 -0.054
H 9.735 -0.553 18.132 0.153
```

- ΔE to the lowest compared entry with this formula, charge and spin (eV) = 0.7788
- gap between HOMO and LUMO (Ha) = 0.3445
- total charge = 0
- 2S+1 = 1
- E_LUMO (eV) = 0.2
- total energy (eV) = -34659.979
- max |F| (eV/A) = 2.2


# 4
Computed, not measured: a 9-piece molecular cluster, C15H43NO8S3 overall at a distorted geometry, with ωB97M-V/def2-TZVPD.

```
70
Properties=species:S:1:pos:R:3:mulliken_charge:R:1
S -0.201 -0.358 -4.936 0.594
S 2.114 1.815 2.319 0.452
S 4.839 -1.766 -1.013 0.428
O 0.008 -0.449 -0.269 -0.439
O 1.960 0.680 1.351 -0.469
O -5.746 -2.266 0.966 -0.516
O 6.016 -0.991 -1.516 -0.651
O 1.211 4.078 -1.842 -0.518
O -0.130 -0.810 -6.355 -0.675
O -4.686 2.009 -2.917 -0.528
O -3.457 1.700 2.498 -0.520
N 0.672 -2.545 1.562 0.345
C -0.010 1.457 -4.910 -0.794
C 1.598 3.657 -0.545 -0.457
C 1.644 1.265 3.978 -0.958
C -2.634 0.732 3.141 -0.252
C 1.953 -3.855 2.825 -0.545
C -4.471 -2.122 0.380 -0.132
C 1.692 -2.554 2.461 -0.816
C 0.248 -3.837 1.356 -0.429
C -1.186 0.144 -0.691 -0.148
C -4.870 1.359 -1.686 -0.421
C 3.398 -0.791 -1.546 -0.554
C 1.009 -4.654 2.154 -0.680
C -1.978 -0.253 -4.473 -0.730
C 3.869 1.973 2.744 -1.149
C 4.678 -1.353 0.757 -0.332
H -3.087 -0.267 3.168 0.240
H 2.139 0.333 4.260 0.306
H -1.921 0.244 0.124 -0.052
H 4.074 2.598 3.614 0.419
H 0.294 -1.737 1.075 0.308
H -4.031 -3.093 0.170 0.311
H 2.442 -1.267 -1.339 0.237
H -2.366 -1.269 -4.416 0.387
H 2.127 -1.614 2.760 0.638
H -1.070 1.136 -1.144 0.362
H 4.489 -0.287 0.865 -0.171
H 0.590 0.125 0.262 0.238
H 4.450 2.313 1.890 0.348
H -3.818 -1.554 1.049 -0.003
H 2.713 -4.173 3.518 0.419
H 0.950 1.672 -5.375 0.323
H -4.233 1.735 -0.889 0.234
H -2.564 0.978 4.207 0.336
H -0.586 -4.027 0.703 0.433
H -4.369 1.408 2.551 0.297
H 3.832 -1.915 1.153 0.111
H -4.519 0.320 -1.794 0.079
H -2.521 0.351 -5.195 0.388
H -0.045 1.726 -3.854 0.191
H 1.761 4.508 0.131 0.334
H 4.268 1.003 3.061 0.340
H 0.570 1.129 4.106 0.211
H -0.798 1.972 -5.455 0.334
H 0.804 3.103 -0.052 0.090
H 3.522 -0.582 -2.611 0.421
H 1.912 1.974 4.767 0.421
H -4.420 -1.582 -0.573 0.050
H -5.241 1.636 -3.604 0.307
H -1.660 -0.516 -1.422 0.104
H -1.685 0.644 2.620 -0.127
H -2.021 0.217 -3.491 -0.003
H 2.535 3.100 -0.616 0.272
H -6.113 -1.388 1.101 0.290
H 3.466 0.208 -1.106 -0.013
H 1.897 4.649 -2.193 0.294
H -5.905 1.248 -1.358 0.340
H 0.988 -5.725 2.280 0.395
H 5.612 -1.597 1.259 0.454
```

- gap between HOMO and LUMO (Ha) = 0.2974
- total charge = 0
- 2S+1 = 1
- E_LUMO (eV) = 0.0
- total energy (eV) = -66622.824
- max |F| (eV/A) = 2.0